Record 1
The following is a DFT calculation (ωB97M-V with the def2-TZVPD basis set) of a molecular structure, C16H26F33HfN2O16P3S5.

Structure (XYZ):
```
102
Properties=species:S:1:pos:R:3
Hf -0.679 -0.288 -0.744
C -5.586 -3.700 -4.850
C -6.515 -3.486 -3.704
O -7.119 -4.395 -3.146
N -6.660 -2.010 -3.189
H -6.362 -1.347 -3.889
H -7.656 -1.859 -3.114
C -6.005 -1.851 -1.827
H -6.036 -4.100 -5.759
H -4.954 -4.528 -4.529
H -4.997 -2.816 -5.094
H -4.947 -1.607 -1.931
H -6.028 -2.764 -1.233
H -6.579 -1.073 -1.324
C 2.407 3.044 5.854
C 3.729 2.673 5.246
C 3.908 3.317 3.843
N 4.853 2.576 2.978
C 6.314 2.524 3.536
C 4.936 3.185 1.525
C 5.422 2.071 0.605
C 4.622 0.893 1.183
C 4.550 1.082 2.685
H 1.483 2.811 5.326
H 2.395 4.102 6.113
H 2.362 2.547 6.823
H 3.722 1.595 5.085
H 4.549 2.910 5.923
H 4.308 4.329 3.770
H 3.044 3.239 3.183
H 6.811 3.434 3.872
H 6.945 1.988 2.828
H 6.459 1.941 4.445
H 5.666 3.991 1.458
H 3.974 3.551 1.164
H 6.485 1.847 0.695
H 5.160 2.229 -0.441
H 5.081 -0.074 0.975
H 3.607 0.834 0.792
H 5.272 0.473 3.229
H 3.559 0.918 3.107
C 1.931 -3.326 2.379
F 1.973 -4.136 3.463
F 2.935 -2.414 2.376
F 2.072 -4.097 1.265
S 0.204 -2.369 2.268
O 0.080 -1.762 0.921
O -0.852 -3.386 2.526
O 0.355 -1.386 3.278
C -1.078 -5.031 -1.556
F -0.057 -5.081 -0.762
F -0.699 -4.634 -2.797
F -1.684 -6.179 -1.759
S -2.329 -3.723 -0.845
O -1.767 -2.351 -0.998
O -3.590 -3.909 -1.586
O -2.452 -4.042 0.582
C -4.451 0.138 2.634
F -5.098 0.980 1.869
F -3.580 0.714 3.389
F -5.259 -0.527 3.413
S -3.471 -1.114 1.578
O -4.256 -1.592 0.422
O -2.223 -0.525 1.029
O -3.185 -2.234 2.451
C 2.281 3.577 -1.922
F 2.983 3.922 -2.993
F 2.927 2.600 -1.299
F 2.150 4.657 -1.161
S 0.493 2.888 -2.461
O 0.671 2.488 -3.853
O 0.213 1.657 -1.641
O -0.435 3.993 -2.247
C -1.935 -1.627 -5.459
F -1.520 -1.791 -6.734
F -2.807 -0.611 -5.410
F -2.552 -2.691 -4.946
S -0.361 -1.156 -4.412
O 0.391 -0.159 -5.200
O -0.760 -0.668 -3.019
O 0.359 -2.482 -4.312
P 0.123 2.449 1.847
F 0.156 1.011 0.968
F 1.395 2.943 1.070
F -0.760 2.958 0.582
F 0.015 3.878 2.591
F -1.243 1.775 2.485
F 1.075 1.800 3.036
P -3.485 1.476 -1.587
F -2.389 1.843 -2.649
F -3.913 3.031 -1.180
F -4.640 1.271 -2.734
F -4.565 0.966 -0.573
F -2.929 -0.120 -1.643
F -2.222 1.472 -0.551
P 2.357 -1.054 -1.639
F 0.917 -1.839 -1.650
F 1.968 0.088 -2.796
F 1.669 -0.142 -0.482
F 3.879 -0.492 -1.753
F 2.775 -1.942 -0.443
F 2.696 -2.187 -2.835
```

Computed properties:
ΔE to the lowest compared entry with this formula, charge and spin: 27.6 kcal/mol
Charge: -2
Frontier orbital gap: 6.585 eV
HOMO energy: -0.144 Eh



Record 2
The following is a DFT calculation (ωB97M-V with the def2-TZVPD basis set) of 6 unconnected molecules or ions with the total composition C22H42N4O2.

Structure (XYZ):
```
70
Properties=species:S:1:pos:R:3
C -1.758 -0.587 1.849
C -1.705 -0.256 0.366
C -0.216 -0.056 -0.044
O -2.349 -1.094 -0.476
H -1.278 0.175 2.480
H -1.254 -1.523 2.134
H -2.773 -0.824 2.183
H -2.125 0.785 0.331
H -0.084 0.059 -1.118
H 0.460 -0.778 0.426
H 0.179 0.880 0.395
C 1.833 -3.462 -3.835
C 1.951 -4.134 -2.459
C 2.704 -3.236 -1.456
O 0.754 -4.565 -2.009
H 1.327 -2.495 -3.816
H 1.416 -4.150 -4.569
H 2.875 -3.296 -4.179
H 2.608 -5.029 -2.621
H 2.310 -2.221 -1.590
H 3.774 -3.101 -1.686
H 2.588 -3.687 -0.482
C -2.011 1.251 -5.555
C -1.790 1.050 -4.051
C -2.973 0.372 -3.339
C -3.057 -1.060 -3.468
N -3.074 -2.206 -3.492
H -2.509 2.216 -5.699
H -2.526 0.379 -5.952
H -1.103 1.435 -6.139
H -1.576 1.990 -3.531
H -0.865 0.497 -3.867
H -3.863 0.976 -3.532
H -2.774 0.589 -2.281
C -3.820 3.564 0.857
C -2.811 3.896 -0.227
C -2.976 5.232 -0.960
C -3.093 6.353 -0.006
N -3.263 7.257 0.681
H -3.436 4.010 1.781
H -3.881 2.504 1.103
H -4.833 3.947 0.735
H -2.747 3.128 -1.003
H -1.806 3.871 0.196
H -3.840 5.359 -1.615
H -2.107 5.405 -1.597
C 1.822 -4.097 4.246
C 1.804 -2.873 3.337
C 1.656 -3.349 1.854
C 0.358 -3.984 1.691
N -0.692 -4.407 1.504
H 0.940 -4.744 4.217
H 2.075 -4.034 5.310
H 2.594 -4.809 3.921
H 2.750 -2.357 3.506
H 0.993 -2.169 3.517
H 2.443 -4.070 1.630
H 1.850 -2.467 1.249
C 2.357 1.715 1.682
C 3.570 2.271 2.445
C 3.413 2.486 3.941
C 3.287 1.252 4.729
N 3.247 0.312 5.386
H 2.400 1.973 0.623
H 1.410 2.190 1.955
H 2.207 0.640 1.754
H 3.785 3.234 1.973
H 4.451 1.673 2.206
H 2.536 3.110 4.130
H 4.239 3.083 4.331
```

Computed properties:
ΔE to the lowest compared entry with this formula, charge and spin: 0.0 kcal/mol
Charge: -2
Frontier orbital gap: 3.543 eV
HOMO energy: 0.008 Eh



Record 3
The following is a DFT calculation (ωB97M-V with the def2-TZVPD basis set) of a single C2H4O2S2 molecule.

Structure (XYZ):
```
10
Properties=species:S:1:pos:R:3
O 0.699 0.913 -1.256
C 0.374 1.037 0.196
C -0.432 -0.146 0.548
S 0.503 -1.682 0.897
O 0.016 2.245 0.461
S 1.532 1.926 1.192
H 0.870 1.784 -1.662
H -1.193 -0.226 -0.357
H -1.085 0.046 1.408
H 1.239 -1.294 -0.279
```

Computed properties:
SMILES: O[C@]1(CS)OS1
ΔE to the lowest compared entry with this formula, charge and spin: 58.9 kcal/mol
Frontier orbital gap: 9.245 eV
HOMO energy: -0.341 Eh



Record 4
The following is a DFT calculation (ωB97M-V with the def2-TZVPD basis set) of a single C17H22BrNO3S molecule.

Structure (XYZ):
```
45
Properties=species:S:1:pos:R:3
O -1.747 2.027 3.004
Br -1.367 -2.456 5.277
N 0.213 1.700 1.526
O 4.606 -0.451 -1.511
O 2.670 -1.287 0.787
C 1.059 0.785 1.804
C 0.581 -3.190 3.121
C 1.464 -2.829 2.136
C 0.077 -0.818 3.398
C -0.170 -2.136 3.795
C 1.611 -1.504 1.704
C 0.830 -0.506 2.316
S -1.524 1.419 1.696
C -1.883 2.182 -0.844
C -1.971 4.000 0.772
C -3.943 2.357 0.531
C 3.761 -0.142 -2.640
C 4.260 0.201 -0.296
C 2.472 1.112 1.233
C 2.365 -0.596 -2.295
C 1.749 0.033 -1.030
C 2.757 0.016 0.188
C -2.375 2.534 0.535
H 0.428 -4.260 3.381
H 2.139 -3.606 1.767
H -0.516 -0.030 3.900
H -1.831 1.082 -1.064
H -2.492 2.710 -1.597
H -0.882 2.503 -1.103
H -0.812 4.151 1.045
H -2.529 4.297 1.636
H -2.288 4.682 0.000
H -4.279 2.726 -0.430
H -4.230 2.889 1.423
H -4.248 1.335 0.744
H 4.027 -0.649 -3.549
H 3.853 0.961 -2.862
H 4.939 -0.281 0.415
H 4.728 1.194 -0.493
H 3.186 0.964 1.997
H 2.549 2.085 0.678
H 1.725 -0.403 -3.168
H 2.496 -1.604 -2.099
H 0.835 -0.432 -0.738
H 1.516 1.048 -1.281
```

Computed properties:
ΔE to the lowest compared entry with this formula, charge and spin: 78.7 kcal/mol
Frontier orbital gap: 8.509 eV
HOMO energy: -0.314 Eh



Record 5
The following is a DFT calculation (ωB97M-V with the def2-TZVPD basis set) of a molecular structure, C51H49F6FeIN7O2STe.

Structure (XYZ):
```
119
Properties=species:S:1:pos:R:3
Fe -0.770 -2.561 2.573
N 5.347 -2.435 10.766
C 4.708 -2.312 9.774
C 3.835 -2.214 8.627
C 4.444 -2.156 7.341
C 3.737 -2.319 6.194
C 2.322 -2.503 6.294
C 1.686 -2.458 7.545
C 2.432 -2.288 8.714
C 1.501 -2.602 5.127
C 0.374 -3.535 5.195
C 0.068 -4.514 6.252
C -1.164 -5.151 5.868
C -1.636 -4.542 4.690
N -0.703 -3.680 4.228
C 1.794 -1.873 3.972
C 2.821 -0.875 3.745
C 2.505 -0.250 2.511
C 1.359 -0.847 1.976
N 0.864 -1.702 2.878
H 5.550 -2.087 7.295
H 4.251 -2.452 5.211
H 0.581 -2.448 7.551
H 1.992 -2.333 9.715
H 0.664 -4.623 7.120
H -1.719 -5.862 6.447
H -2.607 -4.822 4.259
H 3.675 -0.626 4.408
H 3.144 0.512 1.954
H 0.831 -0.746 0.993
F -1.758 2.421 -2.132
F -2.776 -1.259 4.521
C -2.399 -1.231 3.215
F -3.484 -1.779 2.532
C -2.391 0.316 2.962
F -2.177 0.688 1.666
F -1.361 0.770 3.686
F -3.514 0.943 3.388
C 2.375 8.154 1.250
C 3.266 6.916 1.232
C 4.621 6.889 1.488
C 5.381 5.678 1.520
N 4.824 4.474 1.336
C 3.461 4.487 1.103
S 2.931 2.996 0.533
N 2.706 5.644 1.084
C 6.861 5.688 1.639
H 1.631 8.066 2.087
H 1.877 8.301 0.275
H 2.986 8.986 1.514
H 5.077 7.903 1.592
H 1.736 5.569 0.640
H 7.203 6.235 2.538
H 7.221 6.259 0.792
H 7.136 4.636 1.632
C -6.975 -0.362 -6.193
C -5.808 -0.188 -5.227
C -5.746 -0.567 -3.847
C -4.660 -0.302 -3.061
C -4.603 -0.826 -1.625
C -3.522 0.393 -3.652
Te -1.662 0.297 -2.474
N -0.925 -2.662 0.900
C -0.233 -2.903 -0.220
O 0.290 -2.073 -1.018
C -0.167 -4.334 -0.599
C 0.036 -4.705 -1.927
C 0.235 -6.049 -2.269
C 0.118 -7.006 -1.357
C -0.236 -6.660 -0.008
C -0.537 -5.373 0.327
C -0.307 -0.519 -3.894
C -0.707 -1.718 -4.582
C -1.844 -2.580 -4.051
C 0.004 -2.000 -5.752
C 1.077 -1.240 -6.205
C 1.840 -1.676 -7.450
C 1.358 -0.024 -5.575
C 0.705 0.326 -4.383
C 1.135 1.599 -3.764
C -3.613 0.929 -4.899
C -2.480 1.880 -5.308
C -4.806 0.745 -5.612
H -6.451 -0.305 -7.211
H -7.787 0.387 -6.158
H -7.425 -1.398 -6.105
H -6.486 -1.251 -3.407
H -5.568 -1.200 -1.295
H -4.237 -0.094 -0.853
H -3.889 -1.672 -1.569
H 0.209 -3.933 -2.647
H 0.236 -6.277 -3.310
H 0.149 -8.079 -1.603
H -0.138 -7.409 0.740
H -0.969 -5.139 1.331
H -2.806 -2.181 -4.384
H -1.867 -2.578 -2.961
H -1.777 -3.625 -4.332
H -0.290 -2.887 -6.345
H 2.727 -2.309 -7.164
H 2.211 -0.774 -7.996
H 1.185 -2.278 -8.182
H 2.267 0.581 -5.851
H 1.299 1.571 -2.643
H 0.483 2.393 -4.015
H 2.087 1.900 -4.268
H -2.232 2.643 -4.541
H -2.587 2.430 -6.235
H -1.516 1.360 -5.459
H -4.964 1.299 -6.583
N -1.879 5.039 -1.329
C -0.986 5.772 -0.689
O 0.172 5.354 -0.416
C -1.297 7.115 -0.093
I -2.605 6.938 1.646
H -1.626 4.050 -1.561
H -2.832 5.317 -1.519
H -1.756 7.864 -0.823
H -0.337 7.523 0.241
```

Computed properties:
Charge: -1
Frontier orbital gap (alpha / beta): 5.781 / 6.134 eV
Multiplicity: 5
HOMO energy (alpha / beta): -0.180 / -0.194 Eh



Record 6
The following is a DFT calculation (ωB97M-V with the def2-TZVPD basis set) of a molecular structure, CH3N2PS.

Structure (XYZ):
```
8
Properties=species:S:1:pos:R:3
C 1.592 -0.449 -0.939
N 2.490 0.226 -0.994
N -0.228 0.608 0.807
P -0.614 -0.621 -0.206
S -2.159 -1.634 0.639
H -0.864 0.739 1.529
H 0.666 1.067 0.527
H -0.883 0.065 -1.364
```

Computed properties:
ΔE to the lowest compared entry with this formula, charge and spin: 56.2 kcal/mol
Frontier orbital gap: 8.019 eV
HOMO energy: -0.377 Eh



| no. | E (eV) |
| --- | --- |
| 1 | -225800.3659 |
| 2 | -33545.5018 |
| 3 | -27901.7826 |
| 4 | -106493.1920 |
| 5 | -145126.2027 |
| 6 | -24187.5984 |